[1]
74
Properties=species:S:1:pos:R:3:forces:R:3 method="wB97M-V/def2-TZVPD" charge=0 gap_ev=7.0 homo_energy_ha=-0.2898
H 2.092 3.038 1.504 0.126 -0.058 -0.066
H -1.689 -4.790 -1.386 -0.065 -0.019 -0.047
C -1.199 -3.012 -0.279 0.042 0.011 -0.025
Ge -2.006 -1.311 0.322 -0.270 0.131 -0.176
H -2.359 -3.592 3.367 0.016 -0.014 -0.038
C 1.817 0.529 -0.622 -0.083 -0.157 -0.288
H -5.799 2.394 -0.248 0.013 -0.051 0.018
H -3.116 -6.166 1.728 0.014 -0.009 0.006
C -3.252 4.311 0.275 0.105 0.041 -0.126
C 4.997 3.416 0.138 -0.037 0.051 -0.001
H 2.897 -1.215 -6.381 -0.032 0.045 -0.030
C -2.232 3.371 0.289 -0.034 0.109 -0.165
H -3.829 -2.026 2.003 -0.013 0.007 -0.001
H 0.025 -2.322 4.816 -0.015 0.014 0.025
H -1.421 -0.689 3.344 0.007 -0.002 0.058
C 3.332 2.313 -1.222 -0.040 0.012 -0.125
H 0.852 -1.506 -5.010 -0.001 -0.003 -0.003
C -2.208 -1.450 3.320 -0.046 -0.014 -0.132
C 2.530 1.104 -1.566 0.045 0.078 0.105
C 4.802 4.598 -0.567 -0.035 -0.007 0.018
F 2.928 -0.777 1.485 -0.016 -0.012 -0.039
C 4.267 2.281 -0.191 0.002 -0.026 0.052
H -3.974 0.670 -0.188 -0.020 0.033 0.029
H -2.172 -6.561 0.289 0.015 -0.005 0.007
N 0.962 4.719 0.818 0.009 -0.019 0.078
H 0.667 -0.388 -2.815 0.005 -0.049 0.013
C -0.821 -3.010 4.763 -0.014 -0.030 -0.069
H 5.375 5.482 -0.318 0.014 -0.013 -0.009
C 2.589 0.546 -2.941 0.052 -0.096 0.043
H -3.463 -3.852 0.895 -0.073 -0.005 -0.011
H -1.551 -5.400 1.466 0.002 -0.013 0.000
N 0.036 2.783 0.980 -0.285 -0.032 -0.342
C -2.225 -3.992 -0.860 0.023 0.064 0.116
C 3.879 4.634 -1.607 -0.006 -0.007 0.018
H 3.735 5.547 -2.172 -0.015 0.010 0.009
C -3.027 -1.282 2.039 0.131 -0.136 0.005
C -4.768 2.681 -0.087 0.019 0.164 -0.059
H 4.422 1.351 0.345 -0.014 0.019 -0.001
H -3.013 5.355 0.436 -0.042 0.008 -0.026
H -3.510 -0.299 2.045 -0.043 -0.020 0.008
C 3.712 0.744 -3.741 -0.008 0.008 -0.008
N -0.306 4.927 0.417 -0.063 0.059 0.050
H -4.036 -5.011 -0.291 -0.011 -0.016 0.031
H 4.520 1.372 -3.386 0.004 -0.016 0.007
N -2.491 2.064 0.125 -0.340 -0.050 0.981
C -3.137 -4.624 0.195 0.099 -0.053 -0.089
H -0.885 -2.987 2.621 -0.021 -0.068 -0.034
H -3.163 -1.172 -0.735 -0.001 0.047 -0.009
N -4.521 3.977 0.080 0.004 -0.063 0.030
C 1.554 -0.257 -3.424 -0.036 0.055 0.021
C 2.798 -0.703 -5.433 0.012 -0.011 0.030
F 0.989 -1.097 2.365 -0.073 0.027 0.017
H -2.851 -1.276 4.190 0.030 0.025 0.019
H 1.630 5.473 0.809 0.002 -0.032 -0.021
H -1.471 -2.817 5.620 0.006 0.005 0.007
H -0.432 -4.025 4.859 0.020 0.010 0.018
C -3.767 1.724 -0.052 0.032 -0.130 -0.202
C 1.631 -1.043 1.184 0.254 -0.031 -0.166
H 5.731 3.377 0.933 -0.017 -0.016 0.005
C 3.816 0.120 -4.976 0.010 0.021 -0.005
H -2.835 -3.475 -1.605 0.014 0.003 -0.019
C 3.151 3.499 -1.933 0.012 0.024 0.041
C 1.159 3.439 1.152 0.090 0.045 -0.082
H -0.484 -2.729 -1.056 0.044 -0.001 0.022
H 2.427 3.528 -2.739 0.023 -0.012 -0.033
H -0.616 -3.488 0.509 0.008 0.041 0.005
C -2.456 -5.751 0.965 -0.026 0.068 0.030
F 1.613 -2.293 0.681 0.005 -0.078 0.013
C -1.576 -2.831 3.451 0.011 0.097 0.111
C -0.833 3.733 0.538 -0.001 -0.021 0.131
C 1.032 -0.040 0.240 -0.533 0.032 1.083
H 4.705 0.268 -5.576 -0.001 -0.004 -0.003
Pt -0.838 0.767 0.461 1.019 0.046 -0.800
C 1.660 -0.877 -4.656 -0.004 -0.011 -0.006


[2]
44
Properties=species:S:1:pos:R:3:forces:R:3 method="wB97M-V/def2-TZVPD" charge=+2 spin_multiplicity=2 gap_ev="3.4 / 3.4" homo_energy_ha="-0.5381 / -0.5381"
Cl 2.350 1.828 0.229 0.793 0.936 0.369
H 0.281 3.842 0.132 -0.153 -0.248 0.033
H -2.691 -1.175 1.779 -0.052 0.219 0.372
H -0.225 1.929 -5.078 -0.287 -0.225 -0.110
H 1.678 0.258 2.483 -0.557 -0.002 0.393
H -2.253 0.467 2.377 -0.184 -0.400 0.176
C -1.197 2.314 0.011 -6.161 1.284 -1.284
H 0.110 -3.154 -0.157 -0.061 -0.062 0.095
Yb 0.555 0.555 -0.553 1.932 -2.919 -0.825
O -2.325 -0.857 -2.104 0.067 0.051 -0.025
O -2.305 2.069 -0.305 4.780 -0.035 0.970
C -0.118 -2.546 1.918 0.289 -0.566 -0.406
H 2.331 0.586 -3.992 0.022 0.395 0.036
C 0.189 -4.847 1.185 -0.291 0.654 0.565
H -0.360 -2.273 4.059 0.063 -0.076 0.101
H -1.521 1.571 -3.874 0.116 0.043 -0.257
H 2.561 2.385 -4.189 0.162 -0.240 0.064
C -0.491 1.362 -4.180 -0.119 0.070 -0.099
H 0.219 -6.330 2.758 0.004 0.112 -0.035
H 0.052 2.923 1.631 -0.104 0.055 -0.258
C -1.968 -0.599 2.374 -0.961 0.689 -0.907
C -0.205 -2.981 3.256 0.263 -0.555 -0.736
C 0.117 -5.277 2.520 0.003 0.580 -0.467
C -1.459 -0.327 -1.636 -0.743 -0.557 -0.328
H 3.024 1.536 -2.657 -0.077 0.128 -0.312
C -0.086 -4.347 3.543 -0.014 0.511 -0.314
P 0.640 1.895 -2.896 -0.138 0.039 0.230
H 0.238 1.270 2.774 -0.082 -0.006 0.102
P -0.374 -0.774 1.556 -0.358 -0.795 2.144
C -0.467 3.339 0.757 1.117 0.224 0.475
H -1.935 -0.985 3.389 0.021 0.057 -0.028
H -0.376 0.284 -4.343 0.024 0.264 -0.097
H 0.352 -5.559 0.391 -0.029 -0.061 -0.050
H 0.479 -0.195 3.776 0.148 0.356 -0.589
H 1.195 4.035 -1.971 0.012 0.029 -0.265
I 1.792 -1.588 -1.914 -0.367 0.447 0.274
C 0.041 -3.482 0.873 0.301 -0.266 0.992
H -0.143 -4.666 4.574 -0.009 -0.074 -0.007
H -1.268 4.014 1.052 -0.244 0.191 0.123
H 0.694 4.094 -3.703 -0.103 0.451 0.223
C 0.479 3.675 -2.717 0.037 0.050 -0.230
C 0.605 0.245 2.764 0.869 -0.925 0.050
C 2.321 1.567 -3.498 -0.020 0.022 0.090
H -0.539 3.918 -2.396 0.092 0.153 -0.248


Q: Which energy relative to the best compared isomer or geometry (same formula, charge and spin) values were calculated for the entries above? A: 4.3, 2.3, in kcal per mole.
Q: Which max |F| values were calculated for the entries above? A: 0.0252, 0.1249, in hartree/bohr.